(1)
Formula: C4H16Si3
Source: the Open Molecules 2025 dataset
Level of theory: ωB97M-V/def2-TZVPD

For the orbital gap, the calculation gives 8.5463 eV. The calculation puts the relative energy (zero: lowest compared OMol25 entry of this formula, charge and spin) at 324.9 kJ/mol. The calculation puts the total energy at -28036.294 eV. For the largest force on an atom, the calculation gives 5.3 eV Å⁻¹. As for the net charge: 0. As for the SMILES: C/[SiH]=C/[SiH2]C.C[SiH3].

Structure (XYZ):
```
23
Properties=species:S:1:pos:R:3:forces:R:3:lowdin_charge:R:1
Si -1.97783 1.75615 -0.87183 2.2 1.9 2.8 0.50
Si -1.33141 -1.15629 0.54606 -0.7 -0.9 -3.2 0.72
Si 3.16143 -0.21071 -0.26808 -1.9 0.7 0.8 0.58
C -1.74748 2.73973 0.92290 -3.7 -3.8 -0.5 -0.24
C -1.73153 -0.03422 -0.78147 1.1 -3.0 0.3 -0.50
C -1.09439 -3.07389 0.06521 -1.6 0.3 -2.4 -0.27
C 1.86450 0.67024 0.84461 3.0 1.5 -1.4 -0.33
H -1.64714 -0.69959 -1.71866 -0.2 1.3 1.2 0.00
H 3.33056 -1.42373 0.56101 0.6 -0.3 -0.5 -0.08
H 2.35468 -0.37862 -1.48497 0.4 -0.5 -0.5 -0.09
H -1.47343 1.92498 1.62765 -0.3 0.4 0.0 -0.02
H -0.62812 -3.12423 -1.01789 -0.6 0.1 2.3 0.05
H -1.45820 -0.98397 1.95018 0.0 0.4 1.0 -0.07
H 2.46388 0.71816 1.75887 -1.2 -0.1 0.6 0.01
H -0.95810 3.38725 0.95810 1.6 2.2 -0.1 -0.05
H -0.60948 -3.74420 0.76882 0.5 0.3 0.0 -0.01
H 1.84118 1.69708 0.43354 -0.3 -0.3 0.3 0.02
H -3.26027 2.17308 -1.04293 -2.9 0.3 -0.9 -0.10
H 0.89752 0.25409 0.72448 -0.7 -0.5 0.7 -0.08
H -1.20699 2.70675 -1.71250 0.3 -0.7 -0.5 -0.06
H -2.82772 3.10859 1.21893 2.5 -0.3 -0.5 0.05
H 4.31158 0.69558 -0.48758 0.1 -0.4 0.1 -0.08
H -2.13004 -3.60187 -0.10116 1.6 1.3 0.4 0.05
```
Forces are in eV/Å.


(2)
Formula: C15H27F6O5P
Source: the Open Molecules 2025 dataset
Level of theory: ωB97M-V/def2-TZVPD

For the orbital gap, the calculation gives 9.3573 eV. The calculation puts the relative energy (zero: lowest compared OMol25 entry of this formula, charge and spin) at 419.2 kJ/mol. The calculation puts the total energy at -51819.821 eV. For the largest force on an atom, the calculation gives 3.3 eV Å⁻¹. As for the net charge: 0. As for the SMILES: CC(C)C[C@@H](C)COP.CCOC(=O)C(F)(F)F.CCOC(=O)C(F)(F)F.

Structure (XYZ):
```
54
Properties=species:S:1:pos:R:3:forces:R:3:lowdin_charge:R:1
P -0.87416 -2.83212 2.69439 -2.1 2.1 -0.3 0.81
F 3.35484 -2.69839 10.73913 -0.5 0.5 -1.4 0.14
F 2.93580 -0.64951 10.12764 -0.1 -1.1 -0.7 0.14
F -0.50546 4.55894 -6.78337 -0.2 -1.3 0.2 0.14
F 0.98367 2.99681 -6.46946 -1.2 -0.2 0.0 0.14
F 4.45949 -1.80839 9.08281 -1.2 -0.2 0.0 0.14
F -0.42212 3.50109 -4.88038 -0.3 -0.6 -1.4 0.13
O -0.27011 -1.35321 1.93748 0.9 -3.1 -0.2 -0.53
O 1.82355 -1.40983 7.77505 1.0 -1.0 1.4 0.01
O -1.86671 1.42745 -6.10361 1.6 2.2 -1.1 0.13
O 1.72072 -3.54158 8.61739 1.4 2.6 0.5 0.14
O -1.39702 2.38468 -8.13525 0.7 0.2 1.9 0.01
C 1.37336 -0.42250 0.11077 -0.2 1.0 1.1 -0.29
C 2.17231 -2.40027 8.65696 -2.1 -1.5 -2.0 -0.32
C -0.54079 -1.67317 7.29747 -0.1 0.0 0.4 -0.06
C 3.22062 -1.89410 9.64717 1.7 0.8 1.9 -0.47
C -3.69651 1.86806 -8.71230 -0.1 0.2 0.3 -0.06
C -1.88879 1.33388 -1.75324 0.6 0.2 0.3 -0.12
C 0.89021 -1.65164 1.08166 1.9 -0.8 -0.1 -0.31
C 0.87461 -1.77206 6.76018 -0.6 -0.1 -0.5 -0.22
C -2.24763 1.42277 -8.77778 -0.6 -0.5 -0.4 -0.21
C -0.60867 0.26369 -1.69401 -0.5 1.1 -0.1 -0.35
C 2.50428 0.43609 0.99462 0.0 -0.4 -0.3 -0.10
C -0.31756 3.32719 -6.22800 1.5 1.9 1.1 -0.47
C 0.28620 0.59068 -3.05592 -0.3 -0.1 -0.5 -0.12
C -1.28680 2.27851 -6.77254 -2.0 -2.4 -0.9 -0.32
C 0.20179 0.65118 -0.29129 -0.1 0.0 -1.2 -0.18
H -0.72690 -0.67661 7.71081 0.0 -0.1 -0.2 0.09
H 0.73176 -2.67996 0.49711 0.1 2.4 1.0 0.11
H 1.85819 -0.90213 -0.85376 -1.0 1.1 2.0 0.14
H 3.55463 0.06450 0.62207 -1.9 0.8 1.2 0.08
H -2.19771 1.62033 -2.84564 0.5 -0.8 2.0 0.07
H -0.97972 -0.87016 -1.66149 0.8 2.5 -0.2 0.14
H 1.00419 -1.06290 5.93607 0.2 0.0 0.3 0.12
H -4.33847 1.17990 -9.26956 0.1 0.1 0.1 0.08
H -0.41590 0.98564 -3.93691 1.4 -1.0 2.1 0.05
H -3.80928 2.87407 -9.12925 0.1 -0.2 -0.1 0.08
H 0.70860 1.70771 -0.51833 -1.0 -2.3 0.5 0.11
H -0.26988 -3.04152 3.99050 0.9 0.0 -1.1 -0.13
H -4.04947 1.91121 -7.67711 0.1 -0.1 -0.1 0.08
H 1.79913 -1.86269 1.82575 -1.7 0.3 -1.6 0.12
H 0.80737 -0.37723 -3.49185 -0.8 2.1 1.1 0.08
H 2.33197 0.25966 2.15684 0.5 0.2 -2.5 0.09
H -0.58116 0.84307 0.56353 1.6 -0.7 -1.5 0.12
H -1.46633 2.33595 -1.26117 -1.2 -2.1 -0.9 0.09
H -1.92889 1.36495 -9.82368 0.2 0.3 0.3 0.13
H 2.43821 1.59172 0.82195 0.1 -2.3 0.1 0.07
H -1.26976 -1.87002 6.50623 0.1 0.0 0.1 0.08
H 1.06104 1.46387 -2.86502 -1.4 -2.0 -0.3 0.09
H -0.70591 -2.38985 8.10812 0.0 0.0 -0.2 0.08
H -0.58413 -3.99312 1.87921 1.0 0.8 0.5 -0.09
H -2.82551 0.93489 -1.16654 1.9 0.9 -1.0 0.08
H 1.08643 -2.77067 6.36121 0.1 0.1 0.3 0.12
H -2.11162 0.42518 -8.34469 0.0 0.3 0.1 0.13
```
Forces are in eV/Å.


(3)
Formula: C13H52CsN26O13
Source: the Open Molecules 2025 dataset
Level of theory: ωB97M-V/def2-TZVPD

For the orbital gap, the calculation gives 9.9889 eV. The calculation puts the relative energy (zero: lowest compared OMol25 entry of this formula, charge and spin) at 0.0 kJ/mol. The calculation puts the total energy at -80245.696 eV. For the largest force on an atom, the calculation gives 3.4 eV Å⁻¹. As for the net charge: +1.

Structure (XYZ):
```
105
Properties=species:S:1:pos:R:3:forces:R:3:lowdin_charge:R:1
Cs 0.61159 0.28788 0.25191 0.0 0.0 0.0 0.97
O -2.43701 -1.25952 -1.26087 -0.3 -0.2 -1.1 -0.04
O 0.86792 3.27297 0.53205 -0.3 1.8 -0.4 -0.19
O -1.06521 -3.08721 3.65217 1.0 1.5 0.3 -0.06
O 2.59329 0.16474 3.12728 1.7 0.8 0.8 -0.10
O -4.15758 0.08542 2.40624 -1.1 1.3 -0.2 0.00
O 3.92345 4.88817 1.80770 -0.1 -2.5 -0.1 -0.02
O 0.34639 -3.59789 0.04463 -1.5 -0.2 0.9 -0.05
O 3.43889 -0.29869 -1.70820 -1.3 0.8 -2.3 -0.08
O -0.96517 -1.55673 -4.50235 0.3 -0.9 -0.2 -0.06
O 1.48133 -4.88774 -2.76431 0.6 1.3 0.5 -0.06
O -1.89170 1.94063 -0.49075 1.6 0.2 -0.6 -0.12
O -0.36574 1.45043 4.84050 0.2 0.8 0.0 -0.03
O -0.76073 3.31453 -3.39009 -0.5 -2.2 -0.5 -0.02
N 5.60215 3.37759 1.63484 -0.7 -2.2 -0.9 0.14
N -0.50160 -5.60100 -0.46744 2.5 1.3 -2.0 0.18
N -2.42402 -1.14494 1.75768 1.4 -1.4 -0.1 0.19
N 0.90892 -2.22126 2.96513 0.7 0.6 0.4 0.20
N 3.39127 2.63737 1.45851 1.0 0.9 0.2 0.18
N -0.57301 4.79607 -0.39456 1.2 -1.2 1.0 0.20
N 1.48289 5.50402 0.51305 0.6 -1.3 0.8 0.17
N -3.84286 2.20144 0.46715 -2.7 2.0 -0.3 0.17
N 2.90218 1.42249 5.03532 -0.4 -0.8 -1.4 0.18
N -4.61893 -0.85193 -1.06601 -1.5 -0.7 1.3 0.16
N -2.55196 1.75307 4.50486 0.8 0.0 0.3 0.19
N 2.43816 -0.42043 -3.79563 0.5 0.2 0.2 0.21
N 3.48144 -4.03138 -3.41578 1.3 0.5 -0.1 0.14
N -3.62743 -1.75988 3.60346 -1.2 0.9 1.5 0.17
N -0.89280 -3.37201 -3.12366 0.2 -0.5 0.6 0.19
N -0.99540 2.11824 2.78684 0.2 0.9 -0.7 0.19
N -3.35282 3.40722 -1.43231 0.1 1.1 -1.3 0.18
N -0.50187 1.84215 -5.18961 0.0 2.5 0.6 0.13
N -1.45498 -4.44030 1.27777 0.9 1.0 -0.4 0.17
N 2.26713 -2.92084 -1.79708 0.2 0.0 -0.7 0.18
N -3.76497 -1.18441 -3.15121 -1.0 0.1 1.2 0.22
N -0.20763 -1.15796 4.62692 0.2 0.8 -0.3 0.18
N 2.43544 1.57569 -2.69051 0.4 -1.4 -0.2 0.17
N -0.07118 -3.53577 -5.23250 0.8 -0.6 -0.2 0.18
N -0.69663 1.01037 -3.08460 -0.4 -0.9 0.1 0.18
N 4.75633 0.64758 3.86192 -1.5 -0.6 -1.5 0.18
C 2.34442 -3.97423 -2.62447 0.9 -1.2 -1.0 -0.62
C -0.72989 2.12653 -3.79888 1.2 2.0 -2.3 -0.63
C -3.53944 -1.13061 -1.83248 2.1 0.0 1.1 -0.64
C -0.52466 -4.47956 0.26562 0.6 0.1 0.6 -0.62
C 0.61518 4.48135 0.22339 -0.6 -0.4 0.3 -0.56
C -0.16633 -2.19790 3.75197 -1.8 -1.8 -0.5 -0.61
C 4.26453 3.67781 1.66375 0.7 1.7 0.2 -0.60
C -2.96614 2.53479 -0.49774 -1.0 -2.1 0.9 -0.71
C -0.62793 -2.75568 -4.30221 -1.0 1.5 0.8 -0.65
C -3.45328 -0.88859 2.57511 0.5 -0.6 0.6 -0.71
C 3.39283 0.74703 3.91950 -1.4 -0.6 1.3 -0.60
C 2.84065 0.22738 -2.70434 0.2 1.8 2.1 -0.62
C -1.25487 1.85384 4.07806 0.3 -1.8 1.3 -0.64
H 3.38949 2.23864 5.32770 0.3 0.4 0.4 0.09
H -3.74195 1.31680 0.94297 -0.2 -0.2 0.3 0.05
H 3.43142 1.68476 1.81683 0.5 0.6 -0.1 0.06
H -2.39647 -0.64714 0.90516 -0.2 0.4 -1.0 0.03
H 6.24403 4.10027 1.85427 0.4 0.6 -0.2 0.09
H -1.13537 -3.88565 2.08128 -0.4 -0.1 0.1 0.04
H -2.63614 3.54161 -2.16080 -0.7 0.1 0.1 0.09
H 1.67206 -1.63185 3.25581 0.3 0.1 -0.5 0.07
H -3.34512 2.12274 4.04972 -0.6 0.1 -0.7 0.09
H -1.04780 -0.59133 4.59718 -0.5 -0.8 0.5 0.08
H -2.84752 -2.33716 3.90119 0.1 -0.1 -0.1 0.06
H -4.33091 3.71147 -1.56697 1.3 -0.3 0.2 0.13
H -5.50633 -0.88141 -1.54756 -0.1 0.0 0.3 0.10
H 2.49366 3.04871 1.39727 -1.6 -0.3 -0.3 0.02
H -1.25076 -2.77107 -2.40894 -0.4 0.5 0.4 0.06
H -2.69729 1.18299 5.32450 0.1 0.4 0.0 0.12
H 5.84134 2.63531 0.94849 0.2 1.0 1.1 0.12
H -4.19944 -1.31077 4.35410 0.7 -1.0 -1.0 0.13
H 1.38166 -2.96481 -1.30846 0.1 0.5 0.7 0.05
H 1.92517 -0.05088 -4.55261 -0.5 0.8 -0.4 0.10
H -4.81252 2.59000 0.31186 1.6 -1.0 0.8 0.14
H -0.32762 -4.15517 -2.74983 -0.3 0.7 -0.9 0.07
H 0.33004 -4.36337 -4.78564 0.2 0.2 -0.9 0.10
H -0.46637 2.67240 -5.82019 -0.2 -1.3 0.9 0.12
H 0.19927 -5.44093 -1.26057 -1.4 -1.1 1.1 0.11
H 0.37121 -3.07950 -6.02631 -0.2 -0.4 0.4 0.12
H 2.04263 1.96880 -3.53520 0.0 -0.2 0.1 0.09
H -0.78963 5.70947 -0.67926 -0.1 1.0 -0.4 0.09
H 1.88107 1.45463 5.12231 0.4 0.2 -0.3 0.08
H -1.17582 4.04304 -0.68185 0.4 -0.1 0.0 0.04
H 3.67908 -4.85413 -3.98340 -0.5 0.3 0.5 0.11
H -2.04942 -2.09421 1.70992 -0.3 0.5 0.0 0.08
H 4.34659 -3.51105 -3.16659 -1.3 -0.5 -0.1 0.12
H 1.21606 6.47167 0.57192 -0.4 -0.1 -0.3 0.10
H -1.74416 2.57066 2.29088 0.1 0.1 -0.6 0.09
H -1.00134 1.08728 -2.13311 -0.4 0.0 0.4 0.02
H 2.93720 -2.10434 -1.79171 -1.0 -1.0 0.2 0.09
H -4.64299 -1.35452 -0.15292 0.2 0.9 -1.1 0.13
H -1.26848 -6.21352 -0.51061 -0.7 -0.8 -0.3 0.09
H -1.83390 -5.32226 1.55589 -0.2 -0.4 0.1 0.10
H 2.99240 2.22421 -2.17921 0.3 0.2 0.5 0.10
H 5.32036 1.05299 4.57504 0.4 -0.1 0.2 0.10
H -0.57607 0.92944 -5.59667 -0.2 -0.2 0.1 0.06
H 5.09628 -0.07103 3.21981 0.1 0.7 0.5 0.13
H 1.03723 -2.91399 2.27039 0.1 -0.8 -0.5 0.08
H 2.29973 5.25082 1.13841 -0.8 0.3 -0.9 0.07
H -3.10026 -1.23498 -3.84994 2.1 -0.2 -1.2 0.06
H -4.69573 -1.08818 -3.44620 -1.1 0.1 -0.5 0.09
H -0.85561 0.15066 -3.62080 0.1 -0.1 0.8 0.06
H -0.03047 2.36145 2.51385 -1.0 0.1 0.4 0.08
H 0.46933 -0.45404 4.34475 0.3 -0.1 0.4 0.06
H 2.50570 -1.38388 -3.78187 0.2 -2.2 0.0 0.06
```
Forces are in eV/Å.